# 1
# C41H56GeN8O2PSTi

C41H56GeN8O2PSTi as an isolated structure (the ωB97M-V functional and the def2-TZVPD basis, the OMol25 dataset).

The spin multiplicity is 2. For the lowest unoccupied orbital energy (spin up / spin down), the calculation gives 0.49 / 0.49 eV. Its HOMO-LUMO gap (spin up / spin down) is 6.989 / 6.991 eV. For the relative energy (zero: lowest compared OMol25 entry of this formula, charge and spin), the calculation gives 26.3 kcal/mol. Its HOMO energy (spin up / spin down) is -6.50 / -6.50 eV.

XYZ file:
```
111
Properties=species:S:1:pos:R:3:forces:R:3
Ti 1.2281 0.8513 -0.4958 -0.231 0.549 0.634
C 3.5112 2.5973 0.1325 -0.009 0.036 -0.014
N 2.6624 1.8899 1.1091 0.151 -0.100 -0.010
C 2.0092 2.8826 1.9672 -0.054 0.025 -0.005
C 3.5680 1.0400 1.9157 0.036 0.091 0.127
C 3.0854 0.4872 3.2520 0.024 -0.066 0.021
N 1.8802 -0.3415 3.2916 0.042 0.121 0.001
C 1.9393 -1.2694 4.4043 -0.020 0.020 -0.013
C 1.5432 -1.0071 2.0581 0.003 -0.019 0.012
H 4.2168 3.2630 0.6484 0.004 -0.004 0.006
H 2.8787 3.1868 -0.5290 0.018 0.008 -0.007
H 4.0802 1.8736 -0.4514 -0.010 -0.008 -0.012
H 1.4401 3.5706 1.3471 0.011 -0.004 -0.019
H 2.7569 3.4351 2.5542 0.007 -0.012 -0.001
H 1.3186 2.3808 2.6425 -0.019 -0.014 0.015
H 4.4453 1.6459 2.1921 0.005 0.006 -0.063
H 3.9370 0.2452 1.2780 -0.029 -0.060 -0.013
H 2.9527 1.3005 3.9726 0.001 -0.001 0.002
H 3.9537 -0.0909 3.6089 -0.013 -0.029 -0.017
H 2.7464 -2.0125 4.2896 -0.002 -0.001 0.008
H 0.9880 -1.7932 4.5002 0.005 -0.015 0.007
H 2.1213 -0.7205 5.3302 -0.004 -0.001 0.007
H 2.3481 -1.6074 1.6106 0.000 0.021 0.006
H 1.2392 -0.2377 1.3446 -0.115 -0.123 0.074
H 0.6642 -1.6330 2.2140 0.002 -0.018 -0.003
N 3.3296 -7.2328 -1.3415 -0.017 0.004 0.000
C 3.6494 -5.8790 -1.2823 0.024 0.025 0.016
C 3.6663 -5.2068 -0.0590 0.003 0.010 -0.015
C 3.9352 -3.8507 -0.0112 -0.042 -0.054 -0.018
C 4.1809 -3.1464 -1.1816 -0.085 0.104 -0.034
C 4.1833 -3.8070 -2.4028 0.025 0.016 0.074
C 3.9205 -5.1629 -2.4502 -0.001 -0.035 -0.036
S 4.4812 -1.4034 -1.0791 -0.025 -0.277 0.203
O 4.9381 -1.1884 0.2735 -0.015 0.004 0.004
O 5.3488 -1.0302 -2.1635 -0.013 -0.034 -0.002
N 3.0573 -0.6343 -1.2057 0.020 0.332 -0.270
C 2.6344 -0.3558 -2.4674 -0.105 -0.202 -0.143
N 1.9279 0.7999 -2.5388 -0.080 -0.109 -0.067
C 1.4090 1.1618 -3.7047 0.049 -0.032 -0.059
C 1.6111 0.4077 -4.8434 -0.013 0.046 -0.040
C 2.3064 -0.7837 -4.6709 -0.010 -0.028 0.071
N 2.7870 -1.1898 -3.5066 0.166 0.160 -0.113
H 3.4851 -7.7487 -0.4910 0.007 -0.004 -0.001
H 3.6705 -7.7205 -2.1537 0.007 0.000 0.001
H 3.4762 -5.7547 0.8567 -0.001 0.001 -0.001
H 3.9789 -3.3319 0.9366 -0.011 -0.009 0.007
H 4.3954 -3.2493 -3.3018 -0.008 0.019 -0.035
H 3.9258 -5.6819 -3.4022 0.000 0.009 0.004
H 0.8175 2.0682 -3.7037 0.017 0.011 -0.003
H 1.2309 0.7139 -5.8064 -0.010 -0.003 0.013
H 2.4579 -1.4590 -5.5082 0.002 0.011 0.000
N -1.0418 1.1304 3.2516 0.052 -0.061 -0.006
C -1.7100 -0.0208 3.6567 -0.050 -0.034 -0.028
C -1.5434 -0.5346 4.9428 0.018 0.018 0.020
C -2.1942 -1.6931 5.3299 0.011 0.013 -0.012
C -3.0460 -2.3450 4.4485 -0.031 -0.008 -0.018
C -3.2113 -1.8448 3.1654 0.034 0.017 0.035
C -2.5295 -0.7062 2.7409 -0.058 0.037 0.015
P -2.4507 -0.1237 1.0152 0.082 -0.020 -0.013
C -3.4670 1.3970 1.0331 -0.011 0.012 -0.013
C -4.2306 1.8168 2.1195 -0.049 -0.021 -0.040
C -4.9443 3.0080 2.0570 0.002 -0.011 0.009
C -4.9117 3.7815 0.9061 0.007 -0.006 -0.001
C -4.1530 3.3704 -0.1831 0.019 -0.007 -0.002
C -3.4237 2.1936 -0.1138 0.027 0.019 0.039
C -3.5472 -1.3066 0.1453 0.017 -0.046 0.085
C -3.0190 -2.5795 -0.0913 -0.030 0.002 0.011
C -3.7599 -3.5454 -0.7552 0.011 0.002 0.032
C -5.0312 -3.2403 -1.2268 -0.010 0.013 -0.002
C -5.5566 -1.9737 -1.0163 0.003 0.008 -0.009
C -4.8253 -1.0148 -0.3241 0.032 -0.028 -0.036
H -1.5823 1.8275 2.7616 -0.008 0.016 0.013
H -0.4149 1.5150 3.9387 -0.003 0.054 -0.013
H -0.9022 -0.0072 5.6405 0.002 -0.008 -0.001
H -2.0477 -2.0791 6.3309 -0.004 0.006 0.001
H -3.5764 -3.2363 4.7567 0.005 -0.001 -0.006
H -3.8631 -2.3619 2.4728 -0.002 -0.006 0.004
H -4.2744 1.2066 3.0147 0.009 0.007 -0.001
H -5.5302 3.3280 2.9096 0.002 0.001 -0.004
H -5.4661 4.7101 0.8603 -0.005 -0.005 0.000
H -4.1090 3.9813 -1.0763 0.002 -0.002 0.001
H -2.7809 1.8983 -0.9374 -0.010 0.014 -0.014
H -2.0164 -2.8105 0.2556 -0.006 -0.009 -0.001
H -3.3427 -4.5322 -0.9138 0.002 0.001 0.003
H -5.6103 -3.9891 -1.7519 0.004 0.006 -0.008
H -6.5462 -1.7307 -1.3825 0.000 -0.003 0.008
H -5.2521 -0.0344 -0.1533 -0.007 -0.001 0.009
C -2.7570 -0.3920 -3.6904 0.035 0.003 0.026
C -1.8633 -1.5294 -3.1818 -0.033 0.043 -0.081
C -0.8994 -1.0222 -2.2111 -0.125 -0.077 0.136
N -0.2123 -0.5416 -1.4304 0.263 -0.178 -0.190
H -3.5209 -0.7915 -4.3551 0.011 -0.015 -0.007
H -2.1703 0.3478 -4.2339 -0.007 0.017 0.011
H -3.2515 0.1050 -2.8560 -0.018 -0.015 -0.004
H -1.3125 -1.9984 -3.9984 0.014 0.002 0.000
H -2.4575 -2.3011 -2.6907 0.017 0.019 -0.001
C 1.5168 4.6550 -2.3701 -0.054 0.019 0.035
Ge -0.1580 3.9802 -1.5637 -0.047 0.023 0.005
C -1.4259 3.7897 -3.0830 0.023 0.010 0.055
C -0.8667 5.4479 -0.4491 0.017 -0.032 -0.024
C 0.0897 2.3685 -0.5679 0.188 0.063 -0.294
H 1.2939 5.3584 -3.1751 0.005 -0.013 -0.002
H 2.1377 3.8535 -2.7724 -0.009 -0.021 -0.018
H 2.1066 5.1865 -1.6203 -0.002 -0.011 0.004
H -1.5965 4.7565 -3.5619 0.009 -0.006 0.000
H -2.3892 3.4025 -2.7452 0.001 -0.005 0.008
H -1.0414 3.1019 -3.8394 -0.031 0.013 0.003
H -1.1464 6.3113 -1.0566 0.007 -0.008 0.005
H -0.1112 5.7694 0.2712 -0.012 -0.008 0.000
H -1.7454 5.1149 0.1070 0.008 0.001 -0.016
H -0.6273 2.3016 0.2685 -0.007 -0.158 -0.003
```
Positions in Å, forces in eV/Å.

Atomic partial charges in e from the Löwdin method, atoms 1 to 5: 0.712 -0.089 -0.311 -0.087 -0.189

***

# 2
# C41H57BF2MgN4P2

C41H57BF2MgN4P2 as an isolated structure (the ωB97M-V functional and the def2-TZVPD basis, the OMol25 dataset).

For the lowest unoccupied orbital energy, the calculation gives 0.38 eV. Its HOMO-LUMO gap is 7.582 eV. For the relative energy (zero: lowest compared OMol25 entry of this formula, charge and spin), the calculation gives 14.8 kcal/mol. Its HOMO energy is -7.21 eV.

XYZ file:
```
108
Properties=species:S:1:pos:R:3:forces:R:3
Mg -0.4143 -0.3196 0.3846 -1.233 -0.693 0.711
C 0.7408 3.6357 -2.7809 0.021 0.062 -0.002
C 0.5344 4.4540 -1.4834 -0.060 -0.109 -0.082
C 1.6083 5.5429 -1.4339 0.012 0.160 -0.087
C -0.8571 5.0998 -1.5225 -0.094 -0.008 0.015
P 0.5286 3.1687 -0.1135 0.019 -0.169 -0.017
C 2.2990 2.6201 -0.1923 -0.045 -0.308 -0.054
N 2.5283 1.1860 -0.0439 0.245 -0.092 0.044
B 1.6320 0.0271 -0.0784 1.378 0.378 -0.423
N 2.5637 -1.1013 -0.0036 0.122 0.082 0.173
C 2.3338 -2.5362 0.0734 -0.094 0.153 -0.048
P 0.5628 -3.0441 -0.1829 0.407 0.139 0.073
C 0.4547 -4.5199 0.9841 -0.175 -0.015 -0.099
C 0.7703 -3.9975 2.3982 -0.008 -0.073 0.005
C 1.3803 -5.7060 0.6996 0.004 -0.045 0.053
C -1.0113 -4.9839 0.9651 0.038 -0.018 0.061
C 0.6421 -3.5803 -1.9840 -0.269 0.104 -0.049
C 1.4936 -4.7993 -2.3344 0.067 -0.028 -0.063
C 1.2005 -2.3557 -2.7317 0.060 -0.018 -0.093
C -0.7944 -3.8073 -2.4801 0.065 -0.101 -0.043
C 3.8787 -0.6436 0.1026 -0.236 -0.116 -0.125
C 5.0733 -1.3383 0.2078 0.055 0.010 0.019
C 6.2629 -0.6074 0.2659 -0.074 0.011 -0.019
C 6.2481 0.7810 0.2140 -0.110 0.028 -0.013
C 5.0421 1.4819 0.1077 0.076 -0.104 0.031
C 3.8606 0.7581 0.0621 -0.287 0.230 -0.086
C 0.4150 4.0044 1.5693 -0.115 0.034 -0.030
C 1.2756 3.1926 2.5424 -0.089 0.088 0.221
C -1.0588 3.8625 1.9871 -0.002 0.151 0.052
C 0.8266 5.4713 1.6550 0.064 0.065 0.158
H 0.2824 4.1598 -3.6271 0.064 -0.015 0.063
H 0.3040 2.6362 -2.7233 -0.014 0.016 -0.002
H 1.8009 3.5091 -3.0093 -0.039 0.003 0.027
H 1.6383 6.0544 -2.4052 0.018 -0.048 0.102
H 2.6058 5.1338 -1.2491 -0.075 0.026 -0.027
H 1.4013 6.2974 -0.6749 0.046 -0.081 -0.138
H -0.9433 5.7452 -2.4047 0.016 -0.041 0.081
H -1.0464 5.7171 -0.6398 0.013 -0.053 -0.075
H -1.6542 4.3484 -1.5844 0.137 0.168 0.020
H 2.8611 3.1610 0.5676 0.114 0.033 0.034
H 2.6999 2.9435 -1.1519 0.062 0.040 -0.140
H 2.6550 -2.9142 1.0439 0.037 0.008 0.100
H 2.9535 -3.0380 -0.6727 0.095 -0.074 -0.044
H 1.8419 -4.0182 2.6095 -0.059 0.032 -0.029
H 0.2814 -4.6472 3.1325 0.064 0.012 -0.053
H 0.4090 -2.9850 2.5606 -0.072 0.110 0.026
H 2.3984 -5.3885 0.4593 -0.050 -0.020 0.045
H 1.0132 -6.3351 -0.1112 0.040 0.053 0.016
H 1.4375 -6.3285 1.6004 -0.024 0.014 -0.085
H -1.6848 -4.1689 1.2473 0.027 -0.032 -0.020
H -1.1462 -5.7994 1.6839 0.006 0.041 -0.031
H -1.3162 -5.3551 -0.0152 0.033 -0.005 0.041
H 2.4446 -4.8232 -1.7974 -0.053 0.011 -0.068
H 1.7233 -4.7672 -3.4055 -0.028 -0.044 0.056
H 0.9657 -5.7339 -2.1418 0.036 0.039 0.032
H 2.2842 -2.2661 -2.6188 -0.084 0.024 0.019
H 0.7561 -1.4196 -2.3851 -0.009 -0.029 -0.033
H 0.9832 -2.4619 -3.8005 0.033 -0.025 0.065
H -1.3159 -4.5774 -1.9090 0.022 0.021 -0.052
H -0.7759 -4.1262 -3.5289 0.007 0.048 0.071
H -1.3787 -2.8891 -2.4182 0.007 0.005 -0.005
H 5.0931 -2.4222 0.2440 -0.011 0.075 0.000
H 7.2089 -1.1313 0.3455 -0.069 0.027 0.004
H 7.1831 1.3295 0.2512 -0.079 -0.033 0.007
H 5.0406 2.5638 0.0635 0.005 -0.012 -0.008
H 1.1936 2.1251 2.3558 -0.015 -0.224 0.025
H 0.9387 3.3748 3.5696 0.039 0.005 -0.092
H 2.3295 3.4705 2.4863 -0.056 -0.025 0.019
H -1.3531 2.8105 2.0265 0.003 -0.004 -0.001
H -1.7301 4.3885 1.2969 0.071 -0.081 0.065
H -1.2067 4.2863 2.9875 0.004 -0.014 -0.087
H 1.8756 5.6131 1.3770 -0.121 -0.008 0.035
H 0.7100 5.8100 2.6932 0.031 -0.029 -0.111
H 0.2085 6.1184 1.0290 0.043 -0.054 0.094
F 0.6921 -0.1248 5.8769 0.290 0.087 0.293
C -0.1774 -0.3964 4.8941 -0.176 -0.045 -0.166
C 0.2415 -0.3726 3.5816 -0.055 -0.027 -0.247
C -0.6468 -0.6696 2.5417 -0.072 0.308 0.091
C -1.9665 -1.0239 2.8943 0.007 -0.184 -0.286
C -2.3518 -0.9801 4.2328 0.130 -0.004 -0.132
F -3.6308 -1.2201 4.5959 -0.321 -0.106 0.061
C -1.4825 -0.6709 5.2531 -0.042 -0.015 0.176
C -2.8481 -1.5230 1.7936 0.204 0.164 -0.053
C -4.0075 -2.2816 1.9879 -0.080 -0.070 -0.057
C -4.7163 -2.7536 0.8959 0.004 0.015 0.175
C -4.2795 -2.4608 -0.3876 -0.112 -0.060 -0.083
C -3.1319 -1.7100 -0.5097 0.264 0.185 0.314
N -2.4224 -1.2642 0.5394 -0.320 -0.038 -0.314
H 1.2833 -0.1418 3.3783 -0.010 0.086 0.011
H -1.8094 -0.6553 6.2872 0.041 0.011 -0.161
H -4.3339 -2.5146 2.9884 -0.017 0.021 -0.014
H -5.6106 -3.3472 1.0498 0.057 0.021 0.006
H -4.8103 -2.8021 -1.2704 0.073 0.054 0.123
H -2.7589 -1.4384 -1.4901 0.032 0.043 0.024
N -2.8633 1.5582 -0.5485 0.120 -0.069 -0.170
C -3.4291 1.5893 -1.8299 -0.014 -0.013 0.108
C -4.6772 1.0109 -2.0684 -0.038 -0.030 0.006
C -5.2091 0.9869 -3.3506 0.025 0.021 0.045
C -4.5151 1.5378 -4.4192 0.059 0.023 -0.001
C -3.2737 2.1181 -4.1828 -0.019 -0.024 0.063
C -2.7347 2.1459 -2.9039 0.078 -0.027 -0.084
H -2.1787 2.2715 -0.3373 0.023 0.065 -0.069
H -3.5182 1.4054 0.2013 -0.016 0.036 0.057
H -5.2313 0.5788 -1.2406 0.020 0.019 -0.038
H -6.1822 0.5392 -3.5133 0.021 -0.003 0.020
H -4.9364 1.5164 -5.4179 0.050 0.012 0.084
H -2.7130 2.5551 -5.0015 -0.026 -0.017 0.035
H -1.7613 2.5919 -2.7311 -0.137 -0.096 -0.054
```
Positions in Å, forces in eV/Å.

Atomic partial charges in e from the Löwdin method, atoms 1 to 5: 0.578 -0.112 -0.705 -0.092 -0.101

***

Which of these has the highest relative energy (zero: lowest compared OMol25 entry of this formula, charge and spin)? C41H56GeN8O2PSTi

***

What is the relative energy (zero: lowest compared OMol25 entry of this formula, charge and spin) in the second record? 14.8 kcal/mol